No. 1
85
Properties=species:S:1:pos:R:3:forces:R:3 method="wB97M-V/def2-TZVPD" largest_force_ev_per_a=3.553 e_lumo_ha=0.09176 homo_ev=-5.469 charge=-1 homo_lumo_gap_ev=8.0
H -3.89866 0.69006 3.75666 0.6 -0.4 0.6
H -1.83940 -1.79842 -3.44544 -0.2 -0.1 0.5
C -0.86098 -6.51582 -0.41487 0.3 -1.7 -0.2
N 1.88827 -2.70708 0.11786 0.3 0.1 0.3
H 4.30877 4.30479 1.42971 -0.2 0.2 0.0
N -0.66247 0.92519 -2.09873 1.0 -0.2 -1.9
C -3.27207 -0.02233 4.33201 -0.4 1.2 -1.0
H -3.37336 -1.94751 7.13169 0.5 0.6 -0.7
H -2.86302 -0.66452 -4.31985 -0.6 0.3 -0.1
C 0.26468 -7.36718 -0.45410 0.1 1.2 0.5
N 1.90244 -1.33122 0.26396 0.0 0.2 -0.1
H -1.96791 2.46151 0.68117 -0.1 -0.3 -0.3
C 1.95850 1.69046 -4.62792 -0.8 0.5 0.9
H 1.85307 1.65896 -3.51168 0.1 0.4 -0.8
H 5.28247 0.15772 1.64040 -0.7 0.5 -0.2
H -1.74733 3.26572 -4.13331 0.4 -1.3 0.3
H -1.33049 1.73140 4.89628 0.2 -0.5 0.3
C -0.84536 -0.97975 -5.13057 0.5 0.3 0.6
C 1.76454 4.04612 -1.05563 1.5 0.2 0.9
H -1.01603 -0.85986 -6.21763 0.3 0.1 0.6
C -1.63064 1.83184 2.75530 0.4 1.3 -0.2
H 1.77757 -0.41906 -4.95603 0.6 -0.8 0.3
C -1.86232 -1.98081 5.54360 -0.8 1.0 -0.4
O -1.62654 2.98626 -1.67116 1.1 -1.7 -2.2
O 1.89544 4.04916 0.40931 0.6 -0.8 -1.0
H 2.39665 -7.54917 -0.49250 -0.7 1.1 0.7
C -1.24951 3.77409 4.20974 0.5 -3.3 1.1
H 1.00403 0.48308 -6.20271 0.3 0.2 -0.7
C -0.68905 -5.17362 -0.23235 -0.8 1.1 0.0
H -1.36549 -2.78579 6.02344 0.5 -0.7 0.2
C 0.68836 -3.14101 -0.10224 -0.7 -0.2 0.3
O 0.62805 -0.82751 -2.54555 -0.3 0.4 -0.3
H 2.41968 4.78616 -1.57668 -0.1 -0.4 0.8
C -1.29199 4.61342 3.16741 0.1 1.2 -0.7
H 1.99365 3.05630 -1.40100 0.1 -0.4 -0.4
C 4.52764 0.94427 1.41620 1.2 -0.2 0.4
O -3.76942 0.38010 1.38267 0.6 -0.6 0.0
C -2.99623 -1.44998 6.20911 0.7 -0.8 -0.4
H 1.52943 2.64691 -5.01428 0.2 -0.7 0.4
C -2.07722 -0.43539 3.70325 -1.0 -0.2 0.6
C -1.66183 0.34520 2.46470 0.7 -0.9 -0.2
C 0.58587 -4.65052 -0.07923 -0.1 1.1 -1.0
H -1.54022 -4.45234 -0.26957 0.8 -0.8 0.1
O 1.06585 1.28485 0.25010 2.2 0.7 0.5
C 2.73120 2.99838 0.79594 -0.1 -0.6 -0.2
H 0.77868 4.25557 -1.32143 -1.8 0.4 -0.1
H 0.16750 -8.43188 -0.58855 -0.2 -0.1 -0.1
H 3.83743 -1.59837 0.75547 -0.1 0.5 0.2
H -1.68331 4.75899 1.02700 0.2 -0.2 0.7
C -1.36133 2.34695 4.02652 -0.5 1.8 -0.8
C 1.55275 -6.82933 -0.28198 0.3 -0.6 -1.1
C -0.97653 1.52833 -4.93218 -0.2 -0.3 1.0
N -1.33500 2.33933 -3.88303 -0.4 1.8 0.2
H -1.84931 -6.93963 -0.59773 0.2 0.1 0.2
C 1.21547 0.46181 -5.14899 0.3 0.6 -0.2
C -3.70625 -0.43059 5.57574 0.3 -0.9 -0.5
C -1.56939 4.11421 1.91503 -0.5 0.0 -1.8
C -0.02321 0.12505 -3.03686 -0.9 0.4 2.2
C -2.11674 -1.42799 -4.42044 0.7 -0.9 -0.8
C 4.87114 2.26490 1.67552 0.0 -0.4 -0.2
H -0.53072 -1.89659 3.79793 0.5 -0.3 0.0
C 1.73461 -5.44009 -0.15333 -1.2 -1.1 0.6
H 5.83089 2.52794 2.12719 -0.3 -0.2 -0.2
O -0.38729 -2.41088 -0.27969 1.3 -0.9 0.3
C -1.38968 -1.49528 4.28838 -1.1 0.6 1.2
C 2.33677 1.61126 0.63958 -2.0 -0.1 -0.7
C -1.75397 2.76671 1.68586 0.3 -0.4 1.2
C 3.99086 3.27964 1.30352 -0.3 -0.1 0.1
C -2.58092 0.10330 1.24200 -1.6 1.1 -0.2
H -0.12885 -1.77219 -4.91141 0.2 -0.1 -0.6
C 3.28990 0.58818 0.87884 -0.1 -0.4 0.2
C -0.14697 0.28495 -4.52240 -1.4 0.4 -0.9
Sc -0.08205 -0.35672 -0.32037 0.5 0.5 -0.1
H -4.64587 -0.04887 5.93761 -0.1 0.1 0.3
H -1.06420 5.65620 3.32330 -0.2 0.2 -0.1
H 0.24231 0.66747 1.95626 0.1 0.3 0.1
H -2.44011 -2.30119 -5.02303 -0.5 0.5 0.5
H -0.98578 4.10066 5.19349 0.0 0.3 0.5
O -2.01969 -0.17329 0.11906 -0.3 -0.1 0.6
C 3.02559 -0.86134 0.65046 0.0 0.9 -0.2
H 2.68057 -4.96461 -0.01996 0.5 0.1 -0.2
O -0.33862 -0.10062 2.04238 -0.2 -0.1 0.2
O -1.30320 1.79268 -6.07194 0.4 -0.2 0.2
C -1.19028 2.13178 -2.47653 -1.2 0.5 1.4
H 3.02617 1.72047 -4.79882 0.2 -0.3 -0.4

No. 2
16
Properties=species:S:1:pos:R:3:forces:R:3 method="wB97M-V/def2-TZVPD" largest_force_ev_per_a=0.581 e_lumo_ha=0.02625 smiles="C[C@@H](O)CNC=O" homo_ev=-9.870 charge=0 homo_lumo_gap_ev=10.6
H -0.85701 1.89614 1.24031 0.1 0.0 0.1
C -0.29474 0.23388 2.18662 0.1 -0.4 0.0
H 0.11279 1.70216 -0.76616 0.0 -0.2 0.3
C -0.27711 -0.61261 -1.97928 0.0 0.1 -0.1
H 1.11056 -1.40080 0.78314 0.1 -0.1 -0.2
C 0.48394 0.93665 -0.06739 0.0 -0.1 0.0
H -0.52984 -1.65511 -2.19840 0.1 0.2 0.0
O 0.40688 -0.75687 2.32979 -0.2 0.5 -0.1
H -1.15739 0.00169 -2.18677 0.1 0.0 -0.2
H -0.87790 -0.68957 0.02367 0.2 -0.2 0.0
H 1.58063 1.02003 -0.07151 -0.3 -0.1 0.2
N -0.10935 1.21932 1.26103 -0.2 -0.1 -0.1
O 1.04484 -1.43033 -0.19079 0.1 -0.2 0.2
H -1.21088 0.32892 2.79881 0.3 0.5 0.1
H 0.55421 -0.29958 -2.61379 0.0 0.0 -0.1
C 0.06433 -0.48624 -0.51521 -0.3 0.2 0.0

No. 3
18
Properties=species:S:1:pos:R:3:forces:R:3 method="wB97M-V/def2-TZVPD" largest_force_ev_per_a=1.033 e_lumo_ha=0.01976 smiles="C[C@@H](O)CC(=O)O.O" homo_ev=-10.692 charge=0 homo_lumo_gap_ev=11.2
O -0.44046 1.04182 2.57417 0.1 0.2 0.0
C 0.50945 0.83059 -2.06773 -0.8 0.2 0.6
H 0.23863 2.00733 0.33739 -0.4 0.1 -0.1
H -0.42561 1.16482 -2.52353 0.1 0.0 -0.2
C -0.51546 1.23286 0.16102 0.8 -0.5 0.5
H -1.88929 -0.66021 2.33413 0.3 -0.1 -0.5
H -1.42386 1.59790 -0.31093 -0.1 0.3 0.2
O -1.58527 -0.49203 1.41723 -0.2 0.3 0.5
H 1.21743 -2.29603 0.88728 -0.1 -0.1 0.1
H -0.16511 -2.62608 1.31230 0.0 -0.2 0.1
H 0.99084 0.15000 -2.75538 0.3 -0.2 -0.1
C -0.80287 0.62666 1.51302 -0.6 -0.2 -0.1
H 1.95389 -0.44560 -0.53063 -0.1 0.2 -0.1
H 1.08897 1.72661 -1.87009 0.4 0.0 -0.1
C 0.08329 0.17933 -0.75180 0.2 0.2 -0.9
H -0.67834 -0.54030 -1.01241 -0.3 -0.5 0.2
O 0.72737 -2.99234 1.34885 -0.1 0.2 -0.1
O 1.11640 -0.50534 -0.06290 0.4 0.0 0.1

No. 4
44
Properties=species:S:1:pos:R:3:forces:R:3 method="wB97M-V/def2-TZVPD" multiplicity=3 largest_force_ev_per_a=0.507 e_lumo_ha="-0.30738 / -0.29354" homo_ev="-15.864 / -16.465" charge=+2 homo_lumo_gap_ev="7.5 / 8.5"
O -3.78524 -0.74625 0.31489 0.0 0.1 0.0
H -4.50806 -0.84255 -2.37452 0.0 0.0 0.0
N 0.51403 -1.07610 2.17255 0.0 0.1 -0.3
C 2.54363 4.23394 -0.69906 0.0 0.0 0.0
H -3.30879 -2.11948 -2.72800 0.0 0.0 0.0
H 0.62554 -3.75266 4.92724 0.0 0.0 0.0
C 3.45657 0.71452 0.33268 0.0 0.0 0.4
O 4.63639 0.61855 0.37742 0.0 0.0 -0.1
H -0.47780 2.74044 -0.31752 0.0 0.0 0.0
C -2.46122 -0.20726 -2.07383 0.0 0.0 -0.1
H -2.10508 -2.82934 -0.48583 0.0 0.0 -0.1
H -1.46508 -0.75716 2.67203 0.0 0.0 0.0
H 3.00068 5.17931 -0.95975 0.0 0.0 0.0
C 2.71347 1.96149 -0.05014 0.0 0.0 -0.1
C -0.55958 -2.27512 3.91655 0.0 0.1 -0.1
O 0.20464 -0.23719 -1.62305 0.2 -0.1 0.2
O 3.96379 -1.71632 1.86348 0.0 0.0 0.0
H 4.42130 3.17063 -0.40342 0.0 0.0 0.0
O -1.44145 0.32789 0.44685 0.1 -0.2 0.0
C -3.52143 -1.05227 -2.78474 0.0 0.0 -0.1
H -2.89046 1.50783 -2.93781 0.0 0.0 0.0
C 1.16194 4.11277 -0.67072 0.0 0.0 0.0
H -4.41435 -0.01258 0.21839 0.0 0.0 0.0
O -0.57877 0.67122 -3.79905 0.0 0.0 -0.1
Mo 0.63561 -0.08741 0.23207 -0.2 0.1 -0.4
H -0.35552 0.40985 -4.70681 0.0 0.0 0.0
H 2.68608 -3.23030 3.55644 0.0 0.0 0.0
H -1.45272 -2.43952 4.50208 0.0 0.0 0.0
H 0.51975 4.94930 -0.90597 0.0 0.0 0.0
H -3.52500 -0.79936 -3.84639 0.0 0.0 0.0
O -1.68513 -2.02096 -0.15286 -0.1 -0.1 0.1
C 1.74069 -2.72875 3.40088 -0.1 0.1 0.1
C 0.60161 -2.99667 4.15351 0.0 -0.1 0.0
C 2.86873 -1.30397 1.67170 0.1 -0.1 0.0
N 2.51162 -0.29286 0.72148 -0.4 0.2 0.0
O -2.78553 1.17539 -2.03558 0.1 0.0 0.1
O -0.70263 -1.89554 -3.38765 0.1 0.0 0.1
C 3.34030 3.13502 -0.39097 0.0 0.0 0.0
C -0.57977 -1.32982 2.90584 0.0 -0.1 0.1
C 0.59278 2.89690 -0.33848 0.1 0.1 0.0
P -0.79005 -0.55584 -2.82704 -0.1 0.1 0.2
N 1.37017 1.85181 -0.02130 -0.1 -0.2 0.1
P -2.36931 -0.60761 -0.31316 0.2 0.0 0.1
C 1.65365 -1.74397 2.44755 0.3 0.0 -0.2